A cluster of 2 separate species, C7H5F3N5O4 in total at a distorted geometry, computed with ωB97M-V with the def2-TZVPD basis set.

Geometry as XYZ:
```
24
C7H5F3N5O4 | the OMol25 dataset | ωB97M-V with the def2-TZVPD basis set
F -7.6225 -1.3410 -1.4486
F -8.0159 0.2814 -0.0286
F -6.7393 -1.4107 0.5564
O 0.5255 3.2620 -0.4300
O -1.8069 -2.4941 0.6279
O -0.5766 -1.5825 2.3689
O -5.4625 -0.0326 -2.0594
N 0.0427 -0.4167 2.4907
N -0.7406 1.3837 -1.0588
N -1.1342 -1.5533 1.1385
N 0.3184 1.5663 1.0982
N -5.3276 1.0260 -0.1220
C -5.8877 0.1592 -0.9423
C -0.1372 0.3297 1.3791
C -1.1775 0.1938 -0.7625
C 0.1546 3.6910 -1.7063
C -0.8893 -0.3731 0.4662
C -7.1054 -0.6060 -0.4518
C 0.0095 2.0088 -0.1089
H 0.5789 4.6835 -1.8777
H 0.5336 2.9863 -2.4494
H -0.9343 3.7348 -1.7535
H -4.5533 1.5442 -0.4428
H -1.7422 -0.3492 -1.5031
```

## Properties
energy relative to the best compared isomer or geometry (same formula, charge and spin): 0.1247 eV
frontier orbital gap: 4.4 eV
total charge: -1

***

A cluster of 6 separate species, C24H56ClN5O9P2 in total at a distorted geometry, computed with ωB97M-V with the def2-TZVPD basis set.

Geometry as XYZ:
```
97
C24H56ClN5O9P2 | the OMol25 dataset | ωB97M-V with the def2-TZVPD basis set
Cl -0.5254 4.1786 0.8948
P 2.8501 4.0178 0.9722
P 1.1757 5.3064 0.4091
O 0.2428 2.7718 5.1945
O -3.2043 -1.0085 -1.3561
O 4.6466 0.5783 5.0164
O 2.4435 2.4308 0.7143
O 1.7203 0.7802 -2.3651
O -3.7895 -6.4910 0.0930
O 0.9588 -1.4271 -5.9922
O 1.2455 5.2258 -1.2339
O -5.9731 3.0630 -4.1280
N 5.3355 0.3713 7.1718
N -4.0218 -1.8576 0.5828
N 3.1867 -0.9887 -6.0421
N -3.7518 2.7959 -4.5206
N -4.8327 -7.1741 -1.8066
C 3.1558 2.8894 3.5067
C -3.5642 -0.8664 -0.2026
C -3.7868 1.3843 -4.1676
C 0.6549 -0.0671 -1.9584
C 2.0828 -1.6805 -6.3806
C 4.4987 -1.3432 -6.5406
C 1.3499 1.8951 5.0387
C 2.9107 1.9103 -0.5453
C 3.0465 0.1503 -5.1449
C 1.8034 1.9612 -1.5992
C -4.4385 -1.6279 1.9513
C 2.7886 4.2054 2.8051
C -5.7668 -6.8744 -2.8736
C 6.3833 -0.0093 8.0982
C 4.0750 0.8719 7.6921
C -4.5615 -6.2935 -0.8260
C -0.7363 0.4974 -2.2520
C 5.4913 0.2763 5.8376
C -4.8920 3.5089 -4.4599
C -0.6315 2.3939 6.2228
C -4.1621 -8.4630 -1.7876
C -4.0975 -3.2002 0.0308
C 1.9250 1.9803 3.6381
C -2.4944 3.3894 -4.9249
H -4.7516 -3.1958 -0.8424
H -1.3504 -0.1614 -2.8460
H -4.7545 4.5668 -4.7469
H -2.7941 0.9566 -4.2661
H -2.6360 4.4440 -5.1542
H -0.7778 1.3127 6.2672
H 1.1412 2.2839 2.9506
H 0.8746 2.2277 -1.0932
H -1.2518 0.6318 -1.3064
H 3.2981 0.9060 -0.3969
H -3.8323 -2.2269 2.6336
H 3.5746 3.1010 4.4838
H -4.3196 -0.5769 2.2060
H -4.4841 -3.8864 0.7792
H 6.6733 0.8472 8.7100
H 4.4290 -2.2112 -7.1932
H 0.3568 5.3585 -1.6043
H 7.2552 -0.3605 7.5510
H 2.2010 0.9710 3.3502
H 2.6167 -0.1673 -4.2007
H 3.2536 0.2347 7.3618
H 6.4817 -0.1127 5.5461
H -1.6049 2.8327 6.0235
H -2.1078 2.8844 -5.8125
H -6.1770 -5.8758 -2.7409
H 4.9238 -0.5111 -7.1062
H -1.7604 3.2976 -4.1209
H 5.1651 -1.5812 -5.7087
H -0.6573 1.4950 -2.6730
H -0.2991 2.7335 7.2085
H -4.4855 -9.0546 -2.6400
H 2.2942 -2.5234 -7.0624
H -3.5434 0.1144 0.3047
H 1.7575 4.4258 3.0805
H 1.0498 0.8668 5.2522
H -3.0818 -8.3227 -1.8309
H 3.8924 1.8809 7.3213
H 3.3752 5.0646 3.1124
H 3.7393 2.5381 -0.8698
H -6.5867 -7.5955 -2.8685
H -4.1300 1.2703 -3.1399
H 0.7732 -0.9845 -2.5299
H -4.3987 -8.9938 -0.8650
H -5.2608 -6.9206 -3.8398
H -3.1081 -3.5309 -0.2832
H 3.9274 2.3549 2.9618
H -5.4877 -1.9038 2.0756
H 0.7682 -0.3659 -0.9149
H 2.0278 2.7769 -2.2835
H 2.1137 2.1556 5.7775
H -5.1246 -5.3538 -0.9291
H 2.3777 0.8880 -5.5901
H 6.0332 -0.8095 8.7531
H -4.4786 0.8559 -4.8242
H 4.0202 0.6011 -4.9682
H 4.1090 0.8864 8.7783
```

## Properties
frontier orbital gap: 8.5 eV
structure (SMILES): CCOCCOP(CCCCOC)#P(O)Cl.CN(C)C=O.CN(C)C=O.CN(C)C=O.CN(C)C=O.CN(C)C=O

***

A structure of composition C8H18BF4MnN4, computed with ωB97M-V with the def2-TZVPD basis set.

Geometry as XYZ:
```
36
C8H18BF4MnN4 | the OMol25 dataset | ωB97M-V with the def2-TZVPD basis set
Mn -0.0224 -0.6855 0.2308
F -2.2252 -1.0405 3.8341
F -0.2557 -0.8644 4.9890
F -1.2443 1.0139 4.1312
F -0.4517 -0.2984 1.8631
N -0.9517 -2.4908 0.5794
N 0.7085 -1.4490 -1.5141
N 0.5553 1.1852 -0.0362
N 0.6410 1.9660 1.0842
C 0.9685 1.5607 -2.4973
C -1.7575 -3.1221 -0.5192
C 1.2933 3.2257 -0.5723
C -0.9182 -3.3462 -1.7650
C 1.0774 3.1892 0.8037
C 1.2495 4.2355 1.8441
C -0.3769 -2.0630 -2.3720
C 0.9549 1.9858 -1.0648
B -1.2543 -0.2949 4.3478
H -1.5564 -2.3045 1.3814
H 0.0758 0.9901 -2.7640
H -2.1625 -4.0651 -0.1608
H 0.9753 2.4429 -3.1327
H 1.5871 5.1640 1.3954
H 1.8765 1.0002 -2.7463
H -2.5962 -2.4622 -0.7364
H 0.0299 -2.2554 -3.3623
H 0.3120 4.4201 2.3699
H 1.9811 3.9236 2.5899
H -0.0947 -4.0382 -1.5525
H -1.5398 -3.8380 -2.5124
H 1.1754 -0.7327 -2.0655
H 1.4278 -2.1548 -1.3554
H -1.1724 -1.3249 -2.4821
H 0.3309 1.6232 1.9817
H 1.6349 4.0758 -1.1405
H -0.2751 -3.1714 0.9260
```

## Properties
frontier orbital gap (alpha / beta): 7.5 / 7.6 eV
2S+1: 5
<S²>: 6.05
total charge: +2

***

A cluster of 2 separate species, C6H8 in total at a distorted geometry, computed with ωB97M-V with the def2-TZVPD basis set.

Geometry as XYZ:
```
14
C6H8 | the OMol25 dataset | ωB97M-V with the def2-TZVPD basis set
C -2.0345 -0.3165 -0.1120
C 1.6968 -0.8492 0.6753
C 1.6092 -0.3620 -0.7468
C 1.0430 1.7634 0.7284
C 1.3860 0.6058 0.4020
C -2.2605 0.9859 -0.0387
H 2.6750 -0.8171 1.2160
H 0.7046 -0.6093 -1.3222
H -1.5368 1.7339 -0.5205
H 2.4863 -0.2401 -1.3322
H -1.1473 -0.7680 -0.5910
H -2.9450 1.5858 0.4150
H 0.9961 -1.5115 0.9469
H -2.6730 -1.2011 0.2797
```

## Properties
energy relative to the best compared isomer or geometry (same formula, charge and spin): 4.5288 eV
frontier orbital gap (alpha / beta): 8.6 / 7.4 eV
2S+1: 3
<S²>: 2.04

***

A cluster of 2 separate species, C2H6BrI2NP in total at a distorted geometry, computed with ωB97M-V with the def2-TZVPD basis set.

Geometry as XYZ:
```
13
C2H6BrI2NP | the OMol25 dataset | ωB97M-V with the def2-TZVPD basis set
I 2.2364 0.9319 1.6827
I 2.8731 -2.7634 2.4378
Br 2.2275 -1.5293 -1.0659
P 1.4891 -1.3966 1.1317
N -1.1193 0.1592 0.0613
C -0.8783 -0.4481 -1.0813
C -1.2004 1.5427 0.1826
H -1.5124 -1.3475 -1.0932
H -0.6856 1.8803 1.0705
H 0.1230 -1.0079 -1.0224
H -0.7839 2.0112 -0.7919
H -2.2272 1.8189 0.4154
H -0.5421 0.1487 -1.9274
```

## Properties
energy relative to the best compared isomer or geometry (same formula, charge and spin): 2.4633 eV
frontier orbital gap: 5.6 eV
total charge: +1

***

A cluster of 2 separate species, C4H2F2O in total at a distorted geometry, computed with ωB97M-V with the def2-TZVPD basis set.

Geometry as XYZ:
```
9
C4H2F2O | the OMol25 dataset | ωB97M-V with the def2-TZVPD basis set
F 3.0188 -0.2365 -1.8993
F -1.8950 0.5762 1.7238
O 1.9203 1.7555 -1.9179
C 1.9874 0.7012 -1.4356
C 1.4564 0.1166 0.8822
C 1.8978 0.1780 2.0688
C 1.1708 0.0013 -0.3818
H -1.1963 0.0383 2.0458
H 0.3986 -0.7219 -0.7530
```

## Properties
energy relative to the best compared isomer or geometry (same formula, charge and spin): 4.0499 eV
frontier orbital gap: 8.5 eV

***

An isolated molecule of C14H14N2O2S at a distorted geometry, computed with ωB97M-V with the def2-TZVPD basis set.

Geometry as XYZ:
```
33
C14H14N2O2S | the OMol25 dataset | ωB97M-V with the def2-TZVPD basis set
S -2.3888 -1.8360 -0.8618
O -1.5653 0.5333 1.6113
O 0.3765 0.4353 -2.0647
N 0.0605 -0.6207 2.7024
N 0.8865 0.4447 3.0001
C 0.8857 1.0570 0.6635
C -1.8546 -1.8432 1.8867
C 0.7882 2.0102 -0.2768
C -0.2627 -3.2118 -1.2358
C 0.2910 2.5667 -2.7143
C 1.1888 1.2676 2.0630
C 1.9487 2.4869 2.4767
C -1.4664 -2.3113 0.5229
C -1.1398 -0.5035 2.0685
C -0.3618 -3.0213 0.1603
C 0.0974 0.4640 -3.3731
C -1.2854 -2.6313 -1.9119
C 0.0318 1.7466 -3.8308
C 0.4963 1.7191 -1.6480
H -2.9299 -1.6720 1.9370
H -1.4691 -2.6253 -2.9679
H 0.5353 -3.7563 -1.7081
H 2.8235 2.6262 1.8456
H 0.3541 -3.4067 0.8652
H -1.5553 -2.5680 2.6444
H 1.3087 3.3619 2.3766
H 0.7339 0.0269 0.3642
H 2.2505 2.3909 3.5154
H 0.3202 3.6369 -2.6912
H 0.8824 3.0582 -0.0346
H -0.1755 2.0625 -4.8327
H -0.0265 -0.4793 -3.8675
H 0.2212 -1.4081 3.3152
```

## Properties
energy relative to the best compared isomer or geometry (same formula, charge and spin): 3.1085 eV
frontier orbital gap: 8.1 eV
structure (SMILES): CC(/C=C/c1ccco1)=N/NC(=O)Cc1cccs1

***

A structure of composition C11H11HoN3O5 at a distorted geometry, computed with ωB97M-V with the def2-TZVPD basis set.

Geometry as XYZ:
```
31
C11H11HoN3O5 | the OMol25 dataset | ωB97M-V with the def2-TZVPD basis set
Ho -0.1823 -0.1622 0.2552
O 0.1430 3.5656 0.3408
O -0.1647 -3.6866 0.1005
O -1.6168 -1.4132 2.0312
O -3.6937 0.1897 -0.0493
O 3.5731 -0.1835 -0.0149
N 1.8166 1.4711 2.7404
N 0.0850 0.0185 2.4435
N -1.0429 -0.9709 4.2463
C 0.8904 0.6825 3.2945
C -0.1086 -2.5365 0.0620
C -0.0323 -0.6736 -5.1386
C -0.2412 -0.3018 5.1191
C -2.0521 -1.8382 4.8541
C 0.0319 0.6740 -5.0811
C 0.7307 0.5312 4.6740
C -2.5425 0.1407 -0.0466
C -0.8991 -0.8226 2.9019
C 0.0436 2.4250 0.2134
C 2.4173 -0.1613 -0.0225
H 2.4348 1.9961 3.3415
H 1.3958 1.0882 5.3042
H -1.5365 -2.5808 5.4815
H -0.4354 -0.4840 6.1755
H 0.8835 -1.2894 -5.2458
H 1.0022 1.2074 -5.1392
H -2.6405 -2.3273 4.0867
H -0.8812 1.2979 -5.1599
H -2.6920 -1.2217 5.5034
H -1.0004 -1.1988 -5.2666
H 1.9229 1.5600 1.7276
```

## Properties
energy relative to the best compared isomer or geometry (same formula, charge and spin): 0.0000 eV
frontier orbital gap (alpha / beta): 3.9 / 4.0 eV
2S+1: 5
<S²>: 6.00
total charge: +3

***

The ion C6H18F3N5 with charge +2 at a distorted geometry, computed with ωB97M-V with the def2-TZVPD basis set.

Geometry as XYZ:
```
32
C6H18F3N5 | the OMol25 dataset | ωB97M-V with the def2-TZVPD basis set
F -2.5440 -2.3718 -0.2504
F -1.7050 2.1503 1.0167
F -4.3438 1.1149 -1.4503
N -4.3921 0.6413 -0.1769
N -3.1082 -0.3492 1.5916
N 4.3561 -0.0307 -0.0664
N -1.8091 1.6884 -0.3955
N -3.7160 -1.6870 -0.3336
C -3.2914 -0.3023 0.1187
C -0.5736 -0.3839 0.2805
C 0.5674 0.2249 -0.4938
C -1.8545 0.2305 -0.4776
C 1.8635 -0.2153 0.2491
C 2.9400 0.4551 -0.5476
H -3.9883 -1.7806 -1.3485
H 4.9871 0.6861 -0.1100
H 0.5372 0.1054 -1.5948
H 2.7760 1.5388 -0.4340
H 4.6036 -0.8211 -0.6569
H -2.7642 0.5331 1.8647
H -2.3610 2.3653 -0.8414
H -2.2862 -1.0335 1.8210
H 1.9147 0.0835 1.3889
H 2.9152 0.0772 -1.6203
H 4.3591 -0.3778 0.8922
H -5.3376 0.2313 0.0052
H 0.5859 1.3419 -0.3507
H -0.4768 -1.4211 0.2022
H -3.8900 -0.6974 2.2387
H -1.8257 -0.0128 -1.5010
H 2.0237 -1.2872 0.0999
H -0.3895 -0.0588 1.2809
```

## Properties
energy relative to the best compared isomer or geometry (same formula, charge and spin): 1.4564 eV
frontier orbital gap: 10.3 eV
total charge: +2
structure (SMILES): [NH3+]CCCC[C@H](NF)C([NH3+])(NF)NF

***

The ion C4H5N2 with charge +1 at a distorted geometry, computed with ωB97M-V with the def2-TZVPD basis set.

Geometry as XYZ:
```
11
C4H5N2 | the OMol25 dataset | ωB97M-V with the def2-TZVPD basis set
N -0.5981 -0.4802 -0.1631
N 0.1939 0.5733 -0.1004
C 0.6482 0.5624 1.0989
C 0.5509 -1.5578 1.4129
C -0.2237 -1.6540 0.3761
C -0.0703 1.5656 -1.0941
H -1.0277 1.2588 -1.5442
H 0.7758 1.5846 -1.9029
H -0.1318 2.5991 -0.5074
H -0.9521 -2.4951 0.0696
H 0.8349 -1.9567 2.3545
```

## Properties
energy relative to the best compared isomer or geometry (same formula, charge and spin): 7.1946 eV
frontier orbital gap (alpha / beta): 7.5 / 7.8 eV
total charge: +1

***

A cluster of 10 separate species, C13H32Cl2N9O22 in total at a distorted geometry, computed with ωB97M-V with the def2-TZVPD basis set.

Geometry as XYZ:
```
78
C13H32Cl2N9O22 | the OMol25 dataset | ωB97M-V with the def2-TZVPD basis set
Cl -2.5892 -8.4065 -32.8203
Cl 1.0336 -8.0722 -29.0821
O -1.8512 -11.3283 -26.2317
O 6.2386 -9.8910 -30.8189
O 0.8154 -6.9385 -29.9658
O 5.2710 -11.3559 -32.0947
O -2.3970 -12.8554 -33.9938
O -2.0592 -9.1972 -33.9231
O 2.0684 -8.8765 -29.6969
O 6.7304 -17.0353 -30.0572
O -2.3546 -12.2502 -28.0831
O -1.0322 -12.5434 -35.6475
O 1.4107 -9.1080 -35.0781
O 1.7225 -16.8778 -30.9368
O -0.2313 -8.8117 -29.0545
O -1.5060 -7.6625 -32.1803
O 6.9886 -16.3766 -32.0755
O 2.1779 -17.5135 -32.9400
O -1.0837 -15.9314 -29.3777
O -1.7031 -17.6408 -28.2358
O -3.1626 -9.2831 -31.8306
O -3.5641 -7.4224 -33.2176
O 2.0276 -8.6395 -37.0746
O 1.4905 -7.6678 -27.7885
N -2.4162 -11.3186 -27.3044
N -1.0414 -16.6278 -28.3769
N 1.2342 -8.6335 -36.1648
N -2.0988 -12.4072 -35.0772
N 1.4549 -17.4389 -31.9764
N 6.3556 -16.4684 -31.0576
N -0.2519 -12.4823 -31.9118
N 1.4535 -12.8482 -33.2183
N 5.3944 -10.2299 -31.6248
C 4.4026 -9.2378 -32.1157
C 0.2586 -13.7218 -31.6005
C -3.1052 -10.0712 -27.7540
C -3.1107 -11.5721 -35.7606
C 0.4645 -11.9958 -32.9090
C -0.0523 -7.9075 -36.3712
C 3.7270 -13.4667 -34.0647
C 2.5696 -12.4657 -34.0822
C 4.9436 -15.9441 -31.0756
C 1.3048 -13.9559 -32.4391
C 0.0544 -17.9380 -32.1458
C -0.1098 -16.2015 -27.2946
C -1.3143 -11.6911 -31.3045
H 0.0450 -15.1434 -27.4656
H 4.2209 -16.6042 -30.6159
H -0.6031 -16.5115 -26.3777
H 3.9596 -13.7038 -33.0298
H -2.3612 -9.4714 -28.2801
H 0.8132 -16.7718 -27.3673
H -0.4712 -17.9764 -31.1966
H 1.8070 -14.9035 -32.5006
H 0.0993 -18.9233 -32.5974
H 3.4123 -9.6060 -31.8552
H 2.2870 -12.2339 -35.1090
H 4.4669 -9.3078 -33.2020
H 2.8719 -11.5091 -33.6535
H -3.8493 -12.2452 -36.1986
H 0.3093 -11.0576 -33.4228
H -0.2701 -14.3314 -30.8889
H -0.8600 -10.8081 -30.8534
H 4.5799 -8.2278 -31.7738
H 3.4693 -14.3519 -34.6432
H 4.7739 -15.6870 -32.1113
H -1.7867 -12.1648 -30.4432
H -0.4329 -17.2038 -32.7830
H 5.0697 -15.0670 -30.4354
H -0.7110 -8.2598 -35.5818
H 0.1524 -6.8502 -36.1938
H -0.3296 -7.9602 -37.4173
H -3.9361 -10.4385 -28.3445
H -2.6098 -11.0356 -36.5553
H -3.4013 -9.5411 -26.8546
H 4.5621 -12.9274 -34.5051
H -3.6121 -10.9394 -35.0345
H -2.0741 -11.5287 -32.0587
```

## Properties
frontier orbital gap: 6.9 eV
total charge: -1

***

An isolated molecule of C2H4N4 at a distorted geometry, computed with ωB97M-V with the def2-TZVPD basis set.

Geometry as XYZ:
```
10
C2H4N4 | the OMol25 dataset | ωB97M-V with the def2-TZVPD basis set
N -1.8856 -0.3095 -0.2234
N 1.6924 0.1433 0.2144
N -1.4459 -1.3730 0.3215
N -0.0887 -1.3772 0.4664
C 0.3713 -0.1981 0.1035
C -0.7525 0.6161 -0.3086
H -1.5009 0.8970 0.5446
H -0.7517 1.4129 -1.0470
H 2.0534 0.8376 -0.4228
H 2.3082 -0.6491 0.3516
```

## Properties
energy relative to the best compared isomer or geometry (same formula, charge and spin): 2.7774 eV
frontier orbital gap: 10.2 eV
structure (SMILES): NC1=NN=NC1

***

no.,E_tot (hartree)
1,-1143.961122
2,-3041.886358
3,-2109.649898
4,-233.080501
5,-3644.961457
6,-428.405011
7,-1200.006829
8,-1913.236182
9,-811.929095
10,-264.351003
11,-3581.899175
12,-297.542239